ORCA calculation (the ωB97M-V functional and the def2-TZVPD basis) on a molecular structure, C33H36N6OSTb at a distorted geometry.

```
! wB97M-V def2-TZVPD RIJCOSX def2/J DEFGRID3
* xyz 1 7
Tb 0.34 -0.50 0.27
N 3.41 -0.97 3.72
C 2.66 -0.74 2.62
S 0.92 -0.73 2.89
N 3.33 -0.54 1.52
N 2.61 -0.39 0.34
C 3.36 -0.08 -0.67
C 2.97 0.01 -2.07
C 4.01 0.30 -2.97
C 3.81 0.34 -4.33
C 2.53 0.06 -4.82
C 1.49 -0.23 -3.96
C 1.68 -0.24 -2.58
O 0.64 -0.49 -1.78
H 2.98 -1.02 4.62
H 4.41 -0.95 3.64
H 4.41 0.08 -0.45
H 4.99 0.50 -2.56
H 4.62 0.57 -5.00
H 2.35 0.07 -5.89
H 0.50 -0.44 -4.34
C -3.12 -0.20 -1.98
C -3.44 -1.20 -0.90
C -4.27 -2.29 -1.15
C -4.57 -3.20 -0.15
C -4.05 -3.04 1.12
C -3.21 -1.97 1.42
C -2.62 -1.81 2.80
C -2.92 -1.06 0.39
N -1.99 0.01 0.63
C -2.38 1.19 0.95
C -3.80 1.58 1.21
C -1.31 2.24 1.00
C -1.66 3.60 1.52
N -0.16 1.90 0.52
C 0.91 2.85 0.34
C 1.77 3.20 1.37
C 1.59 2.73 2.80
C 2.86 4.01 1.06
C 3.08 4.46 -0.22
C 2.19 4.13 -1.23
C 1.09 3.33 -0.97
C 0.08 3.05 -2.06
H -3.51 -0.54 -2.94
H -2.04 -0.05 -2.09
H -3.56 0.78 -1.77
H -4.69 -2.41 -2.14
H -5.23 -4.04 -0.37
H -4.29 -3.75 1.90
H -3.16 -2.43 3.51
H -2.66 -0.78 3.15
H -1.57 -2.12 2.82
H -4.47 0.74 1.07
H -4.10 2.39 0.54
H -3.91 1.96 2.23
H -2.00 3.52 2.56
H -2.48 4.04 0.95
H -0.81 4.27 1.48
H 0.60 2.32 2.99
H 1.76 3.56 3.49
H 2.31 1.95 3.04
H 3.54 4.28 1.86
H 3.93 5.09 -0.44
H 2.34 4.50 -2.24
H 0.46 3.37 -3.03
H -0.86 3.59 -1.88
H -0.18 1.99 -2.13
C 0.33 -5.74 -0.10
C -0.22 -4.93 -1.08
C -0.32 -3.57 -0.84
N 0.09 -3.00 0.30
C 0.62 -3.80 1.24
C 0.76 -5.16 1.08
H 0.43 -6.81 -0.27
H -0.57 -5.33 -2.02
H -0.75 -2.91 -1.58
H 0.95 -3.31 2.15
H 1.19 -5.75 1.87
*
```

Results
E   -2905.50382 Eh
Kohn-Sham gap (alpha / beta)   0.236 / 0.237 Ha
F_max   1.49 eV/A
LUMO energy (alpha / beta)   -3.69 / -3.67 eV
E_HOMO (alpha / beta)   -10.1043 / -10.1139 eV

=====

ORCA calculation (the ωB97M-V functional and the def2-TZVPD basis) on 2 unconnected molecules or ions with the total composition C33H37BF3NO2S at a distorted geometry.

```
! wB97M-V def2-TZVPD RIJCOSX def2/J DEFGRID3
* xyz 0 1
C 4.29 5.62 0.56
C 3.52 4.50 0.00
C 3.22 4.27 -1.33
C 2.47 3.06 -1.56
C 2.17 2.43 -0.36
B 1.53 0.92 -0.09
C -0.08 1.22 -0.06
C -0.87 0.94 1.05
C -2.21 1.31 1.08
C -2.82 1.94 -0.04
N -4.14 2.28 -0.04
C -4.73 3.09 -1.09
C -5.05 1.86 1.00
C -2.00 2.21 -1.17
C -0.67 1.81 -1.18
O 2.00 0.15 -1.19
C 3.23 -0.44 -0.75
C 3.32 -1.76 -1.52
C 4.42 0.45 -1.04
C 3.03 -0.51 0.83
C 2.16 -1.66 1.17
C 4.25 -0.64 1.72
O 2.24 0.63 1.14
S 2.88 3.22 1.02
H 4.57 6.29 -0.25
H 3.67 6.16 1.29
H 5.19 5.25 1.06
H 3.53 4.96 -2.11
H 2.16 2.71 -2.55
H -0.41 0.45 1.91
H -2.79 1.15 1.99
H -4.03 3.85 -1.46
H -5.06 2.48 -1.94
H -5.61 3.60 -0.68
H -4.84 0.84 1.33
H -5.01 2.52 1.88
H -6.07 1.89 0.60
H -2.42 2.72 -2.04
H -0.07 2.00 -2.06
H 4.05 -2.45 -1.06
H 2.35 -2.26 -1.60
H 3.65 -1.55 -2.55
H 5.34 -0.10 -0.80
H 4.45 0.75 -2.09
H 4.39 1.35 -0.42
H 2.64 -2.63 1.00
H 1.81 -1.57 2.19
H 1.26 -1.50 0.48
H 4.76 -1.58 1.47
H 4.97 0.18 1.67
H 3.92 -0.73 2.77
F -5.44 -0.58 3.10
C -4.85 -1.79 3.42
F -4.60 -1.76 4.76
F -5.80 -2.74 3.21
C -3.62 -2.04 2.59
C -2.37 -2.11 3.19
C -1.26 -2.18 2.38
C -1.37 -2.24 0.98
C -0.14 -2.32 0.20
C -0.23 -2.76 -1.19
C 0.44 -3.95 -1.50
C 0.40 -4.49 -2.77
C -0.29 -3.82 -3.79
C -0.99 -2.65 -3.49
C -0.95 -2.10 -2.21
C -2.66 -2.34 0.43
C -3.79 -2.24 1.23
H -2.30 -2.06 4.27
H -0.27 -2.17 2.86
H 0.45 -3.11 0.74
H 0.98 -4.46 -0.70
H 0.93 -5.42 -2.97
H -0.27 -4.23 -4.81
H -1.54 -2.15 -4.29
H -1.44 -1.15 -1.99
H -2.82 -2.48 -0.64
H -4.79 -2.31 0.82
*
```

Results
E   -2207.45798 Eh
Kohn-Sham gap   0.116 Ha
F_max   4.98 eV/A
LUMO energy   -3.24 eV
E_HOMO   -6.3898 eV